[1]
Entry from OMol25: 4 unconnected molecules or ions with the total composition C20H35BN2O8 in a non-equilibrium geometry (wB97M-V/def2-TZVPD).

Results
**Highest occupied orbital energy**: -9.45 eV
**SMILES string**: C=CC[C@](C#N)(CC#N)B(O)OC.CCOC(C)=O.CCOC(C)=O.CCOC(C)=O
**Frontier orbital gap**: 9.99 eV

Structure (ORCA input):
```
! RIJCOSX wB97M-V def2-TZVPD def2/J DEFGRID3
* xyz 0 1
C 0.76 1.81 2.95
C 0.26 2.00 1.73
C -0.71 0.93 1.16
C -1.41 1.32 -0.19
C -2.15 2.65 -0.02
N -2.78 3.58 0.03
C -2.55 0.25 -0.45
C -1.99 -1.17 -0.46
N -1.36 -2.07 -0.70
B -0.40 1.45 -1.45
O 0.62 2.38 -1.54
O -0.59 0.59 -2.52
C 0.57 -0.20 -2.86
H 1.29 2.66 3.44
H 0.66 0.81 3.40
H 0.55 2.93 1.21
H -0.18 -0.05 1.11
H -1.50 0.79 1.93
H -3.25 0.35 0.41
H -3.11 0.45 -1.38
H 0.56 3.06 -0.85
H 1.54 0.30 -2.64
H 0.52 -1.17 -2.32
H 0.54 -0.38 -3.95
C 1.71 7.75 4.56
C 0.70 6.80 3.95
O 1.15 5.44 4.04
C 0.96 4.65 5.12
C 0.51 5.28 6.41
O 1.22 3.48 5.05
H 1.85 7.56 5.63
H 1.39 8.78 4.44
H 2.69 7.63 4.09
H -0.29 6.91 4.38
H 0.61 7.01 2.89
H 1.39 5.50 7.02
H -0.12 4.56 6.94
H -0.09 6.18 6.29
C -1.34 -1.83 -8.04
C 0.16 -2.07 -8.11
O 0.79 -1.84 -6.84
C 0.87 -2.76 -5.87
C 0.04 -4.01 -5.96
O 1.55 -2.54 -4.90
H -1.82 -2.52 -7.34
H -1.79 -1.96 -9.02
H -1.54 -0.82 -7.68
H 0.41 -3.06 -8.49
H 0.60 -1.35 -8.80
H -0.89 -3.87 -5.42
H 0.60 -4.83 -5.50
H -0.17 -4.33 -6.98
C -0.44 -5.20 0.68
C -0.56 -4.28 1.87
O -0.84 -5.02 3.07
C 0.11 -5.60 3.83
C 1.51 -5.72 3.30
O -0.20 -6.06 4.90
H 0.39 -5.90 0.79
H -0.28 -4.63 -0.24
H -1.34 -5.80 0.56
H 0.31 -3.64 2.00
H -1.41 -3.62 1.72
H 1.62 -6.70 2.83
H 2.20 -5.64 4.13
H 1.78 -4.95 2.59
*
```

Results of the Mulliken charge analysis, in e, for atoms 1 through 4:
1. C -0.938
2. C -0.048
3. C -0.786
4. C 1.250

***

[2]
Entry from OMol25: a molecular structure, C20H35BeBrCaCl5FN2O18PS in a non-equilibrium geometry (wB97M-V/def2-TZVPD).

Results
**Highest occupied orbital energy**: -9.50 eV
**Frontier orbital gap**: 1.38 eV

Structure (ORCA input):
```
! RIJCOSX wB97M-V def2-TZVPD def2/J DEFGRID3
* xyz 1 1
C 0.84 -0.27 -4.54
C 1.73 -1.07 -4.28
C 3.10 -1.67 -3.77
C 4.30 -0.60 -3.88
C 4.90 0.47 -3.97
N 3.00 -2.38 -2.46
C 2.90 -1.49 -1.29
C 1.44 -0.89 -1.01
O 3.43 -2.73 -4.79
C 2.36 -3.69 -4.89
O 2.26 -4.70 -4.23
H 0.18 0.48 -5.06
H 5.33 1.50 -3.84
H 3.73 -3.10 -2.32
H 3.14 -2.16 -0.36
H 3.64 -0.64 -1.24
H 1.37 0.20 -1.33
H 1.32 -0.88 0.14
H 0.61 -1.53 -1.43
H 1.57 -3.54 -5.71
Be 1.81 -2.95 0.02
C -2.92 0.66 3.86
O -2.00 0.01 2.99
P -1.97 -1.69 2.88
O -1.20 -1.67 1.58
O -3.59 -1.69 2.59
C -4.09 -1.10 1.40
O -1.95 -3.39 2.96
C -3.05 -4.18 2.51
H -2.39 1.41 4.45
H -3.67 1.17 3.26
H -3.41 -0.04 4.54
H -3.33 -0.56 0.84
H -4.88 -0.39 1.67
H -4.53 -1.88 0.77
H -3.25 -3.97 1.46
H -3.93 -4.00 3.12
H -2.77 -5.23 2.61
F 5.90 -2.24 -2.56
C 0.25 0.78 7.23
N -1.16 0.38 7.46
O -1.94 0.51 6.53
O -1.44 -0.04 8.56
H 0.36 1.14 6.21
H 0.49 1.57 7.95
H 0.88 -0.10 7.40
O 3.99 2.33 -5.90
Cl 2.90 2.32 -6.86
O 3.36 1.72 -8.10
O 2.47 3.67 -7.11
O 1.80 1.54 -6.32
Ca 4.98 -3.23 -3.79
C -2.06 -1.16 -7.41
Cl -2.28 -2.91 -7.41
Cl -3.64 -0.36 -7.14
Cl -0.96 -0.68 -6.10
Cl -1.40 -0.64 -8.97
Br -5.31 0.39 -8.78
C 5.46 3.13 7.40
C 5.08 1.77 7.94
C 5.75 0.62 7.26
O 4.85 -0.45 7.53
C 3.62 0.11 7.66
O 2.60 -0.51 7.71
O 3.70 1.47 7.72
H 4.85 3.91 7.86
H 6.51 3.35 7.59
H 5.28 3.19 6.32
H 5.25 1.75 9.03
H 6.75 0.41 7.66
H 5.82 0.74 6.17
O -4.53 0.55 -1.86
S -5.14 1.85 -2.00
O -6.55 1.99 -2.24
O -4.33 2.69 -3.11
C -4.13 2.11 -4.39
C -5.38 2.21 -5.26
C -4.71 2.84 -0.60
H -3.80 1.07 -4.30
H -3.32 2.66 -4.87
H -6.18 1.58 -4.87
H -5.16 1.88 -6.28
H -5.75 3.23 -5.28
H -3.63 2.78 -0.45
H -5.23 2.44 0.27
H -5.02 3.87 -0.79
*
```

Results of the Mulliken charge analysis, in e, for atoms 1 through 4:
1. C 0.173
2. C -1.230
3. C 1.030
4. C -0.788

***

[3]
Entry from OMol25: a molecular structure, C20H35CeCl2N2OP in a non-equilibrium geometry (wB97M-V/def2-TZVPD).

Results
**Highest occupied orbital energy (spin up / spin down)**: -0.53 / -5.11 eV
**⟨S²⟩**: 0.776
**Frontier orbital gap (spin up / spin down)**: 3.21 / 7.76 eV

Structure (ORCA input):
```
! RIJCOSX wB97M-V def2-TZVPD def2/J DEFGRID3
* xyz -1 2
Ce -0.68 0.09 -0.16
Cl -2.12 2.02 -1.14
Cl 0.81 -2.04 -0.43
H -2.16 -0.91 -0.18
H 0.79 1.15 -0.22
P -0.11 0.09 -3.24
C 0.20 1.79 -3.94
C 1.03 -1.03 -4.18
C -1.87 -0.32 -3.69
C 1.19 2.52 -3.03
H -0.79 2.28 -3.86
C 0.65 1.84 -5.40
H 1.67 1.45 -5.53
H 0.66 2.89 -5.72
H -0.03 1.31 -6.08
H 0.74 2.78 -2.06
H 1.52 3.45 -3.52
H 2.08 1.91 -2.83
H -2.44 0.49 -3.20
C -2.31 -1.65 -3.07
C -2.12 -0.23 -5.19
H -2.04 0.80 -5.56
H -3.15 -0.57 -5.41
H -1.44 -0.87 -5.76
H -1.54 -2.11 -2.43
H -2.58 -2.38 -3.84
H -3.19 -1.50 -2.43
C 2.48 -0.77 -3.76
H 0.90 -0.75 -5.23
C 0.68 -2.51 -4.01
H 2.85 0.21 -4.08
H 3.13 -1.53 -4.23
H 2.59 -0.86 -2.67
H 0.70 -2.80 -2.95
H 1.44 -3.11 -4.54
H -0.29 -2.77 -4.44
C 1.41 0.47 6.44
N 1.35 0.47 5.00
N 0.23 0.15 4.31
C 0.46 0.35 2.97
O -0.47 0.21 2.10
C 1.81 0.77 2.87
C 2.30 0.89 4.14
C 3.60 1.40 4.62
C -0.95 -0.41 4.89
C -1.59 0.22 5.96
C -2.83 -0.25 6.39
C -3.47 -1.28 5.69
C -2.82 -1.92 4.62
C -1.55 -1.50 4.25
H 0.83 1.30 6.87
H 2.45 0.61 6.73
H 1.05 -0.48 6.86
H 2.30 0.98 1.93
H 3.49 2.33 5.21
H 4.15 0.67 5.23
H 4.23 1.64 3.75
H -1.14 1.09 6.45
H -3.31 0.21 7.25
H -4.48 -1.59 5.97
H -3.30 -2.73 4.07
H -1.02 -1.99 3.43
*
```

Results of the Mulliken charge analysis, in e, for atoms 1 through 4:
1. Ce 0.958
2. Cl -0.522
3. Cl -0.551
4. H -0.163

***

[4]
Entry from OMol25: a molecular structure, C20H35Cl2N4O3SW in a non-equilibrium geometry (wB97M-V/def2-TZVPD).

Results
**Highest occupied orbital energy (spin up / spin down)**: -15.77 / -15.78 eV
**Frontier orbital gap (spin up / spin down)**: 3.51 / 3.52 eV

Structure (ORCA input):
```
! RIJCOSX wB97M-V def2-TZVPD def2/J DEFGRID3
* xyz 3 1
O 1.43 1.08 -1.06
C 1.37 1.51 -2.38
C 1.38 3.03 -2.32
C 1.05 3.72 -1.16
H 0.78 3.17 -0.24
C 1.02 5.12 -1.17
H 0.74 5.65 -0.26
C 1.37 5.81 -2.34
H 1.36 6.91 -2.34
C 1.72 5.11 -3.50
H 2.00 5.64 -4.41
C 1.74 3.72 -3.49
H 1.99 3.13 -4.38
H 2.29 1.15 -2.89
C 0.39 -0.52 -3.52
C 0.19 0.93 -3.21
H -0.26 -0.83 -4.35
H 0.12 -1.22 -2.70
H 1.46 -0.72 -3.72
C -0.94 1.69 -3.38
C -2.22 1.17 -3.99
H -0.99 2.70 -2.98
H -2.46 1.76 -4.89
H -3.09 1.30 -3.32
H -2.17 0.11 -4.29
W 0.02 -0.08 -0.28
Cl -1.19 2.09 0.79
Cl -1.98 -0.27 -1.59
C -2.55 -1.17 0.99
O -1.28 -1.48 0.88
N -3.26 -1.87 1.84
C -2.79 -3.15 2.39
C -4.61 -1.45 2.09
H -2.97 -0.38 0.36
H -1.73 -3.31 2.15
H -3.39 -3.98 1.98
H -2.94 -3.12 3.48
H -4.71 -0.42 1.71
H -4.78 -1.46 3.17
H -5.33 -2.10 1.59
H 1.83 -5.02 -1.08
H 4.39 -4.12 -0.71
C 1.83 -4.21 -1.82
C 4.10 -3.27 -1.34
N 2.67 -3.10 -1.34
H 0.81 -3.86 -2.00
C 2.14 -1.96 -0.94
O 0.86 -1.90 -0.81
H 4.55 -2.35 -0.96
H 2.80 -1.09 -0.74
H 2.27 -4.59 -2.75
H 4.45 -3.45 -2.36
C 0.90 1.34 5.56
N 0.24 1.19 4.27
C 0.01 0.00 3.64
S 0.47 -0.02 2.03
N -0.26 -1.18 4.26
C -0.90 -1.34 5.57
H 1.02 0.34 5.95
H 0.19 1.92 6.13
H 1.83 1.85 5.44
H 0.30 1.96 3.59
H -0.25 -1.98 3.61
H -1.82 -1.86 5.44
H -0.18 -1.90 6.14
H -1.04 -0.33 5.94
*
```

Results of the Mulliken charge analysis, in e, for atoms 1 through 4:
1. O -0.713
2. C 1.312
3. C -0.692
4. C 0.006

***

[5]
Entry from OMol25: a molecular structure, C20H35ClI2N2 in a non-equilibrium geometry (wB97M-V/def2-TZVPD).

Results
**Highest occupied orbital energy**: -9.28 eV
**Frontier orbital gap**: 8.91 eV

Structure (ORCA input):
```
! RIJCOSX wB97M-V def2-TZVPD def2/J DEFGRID3
* xyz 0 1
C 6.93 -0.01 -0.28
C 6.87 0.84 -1.51
I 8.78 1.26 -2.31
C 5.74 1.28 -2.04
I 5.81 2.44 -3.83
C 4.35 1.00 -1.43
C 4.18 1.67 -0.06
C 3.33 1.66 -2.24
N 2.51 2.18 -2.86
C 4.03 -0.55 -1.43
Cl 4.10 -1.28 0.19
C 2.69 -0.84 -1.88
N 1.58 -1.05 -2.20
H 6.74 0.55 0.62
H 6.27 -0.85 -0.39
H 7.92 -0.41 -0.18
H 3.28 1.32 0.40
H 5.03 1.53 0.56
H 4.04 2.71 -0.25
H 4.69 -1.08 -2.09
C 1.23 -0.61 2.20
C 0.70 -1.75 1.34
C -0.77 -1.59 0.97
C -1.75 -1.57 2.15
C -1.71 -2.80 3.06
C -2.08 -4.09 2.34
H 0.72 -0.55 3.16
H 2.30 -0.75 2.41
H 1.11 0.35 1.69
H 0.86 -2.71 1.86
H 1.28 -1.80 0.42
H -1.05 -2.39 0.28
H -0.89 -0.66 0.41
H -2.76 -1.45 1.75
H -1.56 -0.68 2.76
H -2.41 -2.64 3.88
H -0.72 -2.90 3.51
H -3.08 -4.02 1.90
H -2.08 -4.93 3.03
H -1.38 -4.32 1.53
C -1.95 1.52 -1.71
C -3.20 2.40 -1.64
C -3.86 2.41 -0.26
C -4.36 1.05 0.22
C -5.38 0.37 -0.70
C -6.67 1.17 -0.88
H -2.18 0.47 -1.51
H -1.49 1.57 -2.70
H -1.20 1.85 -0.98
H -3.91 2.08 -2.40
H -2.92 3.43 -1.90
H -4.68 3.13 -0.27
H -3.14 2.79 0.47
H -4.81 1.18 1.21
H -3.51 0.38 0.36
H -5.62 -0.61 -0.29
H -4.93 0.19 -1.68
H -7.15 1.34 0.09
H -7.37 0.63 -1.51
H -6.49 2.14 -1.34
*
```

Results of the Mulliken charge analysis, in e, for atoms 1 through 4:
1. C -1.232
2. C 0.046
3. I 0.092
4. C -0.822

***

[6]
Entry from OMol25: a molecular structure, C20H35FeNSi2 in a non-equilibrium geometry (wB97M-V/def2-TZVPD).

Results
**Highest occupied orbital energy (spin up / spin down)**: -6.61 / -7.26 eV
**⟨S²⟩**: 6.072
**Frontier orbital gap (spin up / spin down)**: 7.15 / 7.33 eV

Structure (ORCA input):
```
! RIJCOSX wB97M-V def2-TZVPD def2/J DEFGRID3
* xyz 0 5
C -1.27 -1.36 -2.08
C 1.47 -0.12 -2.31
C -1.24 0.16 -2.07
H -2.30 -1.68 -2.36
C 1.16 1.27 -2.55
H 2.43 -0.34 -1.83
H -2.07 0.61 -1.50
H 1.90 2.05 -2.32
C -1.15 0.83 -3.46
H -2.04 1.48 -3.57
H -1.24 0.09 -4.27
C -0.29 -1.95 -3.12
H -0.81 -1.98 -4.09
H -0.09 -3.00 -2.86
C 1.05 -1.20 -3.31
H 1.06 -0.75 -4.32
H 1.85 -1.96 -3.32
C 0.13 1.68 -3.58
H 0.53 1.64 -4.61
H -0.16 2.73 -3.42
Fe 0.26 0.55 -0.92
H -1.10 -1.83 -1.10
C -3.17 -0.06 0.67
Si -1.97 -0.21 2.10
C -2.72 0.73 3.54
C -1.87 -2.00 2.66
C -0.29 0.47 1.55
C -0.22 1.92 1.26
C -0.39 2.99 2.17
C -0.22 4.29 1.71
C 0.11 4.53 0.38
C 0.28 3.46 -0.49
N 0.10 2.19 -0.05
Si 1.24 -0.20 2.43
C 1.10 0.00 4.28
C 1.51 -2.01 2.02
C 2.74 0.79 1.88
H -4.18 -0.27 1.03
H -2.94 -0.77 -0.14
H -3.15 0.95 0.26
H -3.71 0.30 3.76
H -2.10 0.67 4.45
H -2.86 1.80 3.29
H -1.49 -2.66 1.87
H -1.26 -2.14 3.56
H -2.90 -2.32 2.90
H -0.63 2.77 3.21
H -0.36 5.13 2.40
H 0.25 5.53 -0.02
H 0.57 3.59 -1.53
H 0.31 -0.61 4.73
H 2.05 -0.30 4.74
H 0.91 1.05 4.57
H 1.59 -2.16 0.93
H 2.46 -2.32 2.48
H 0.72 -2.66 2.41
H 3.16 0.41 0.93
H 2.50 1.85 1.75
H 3.52 0.71 2.65
*
```

Results of the Mulliken charge analysis, in e, for atoms 1 through 4:
1. C -0.795
2. C -0.549
3. C 0.638
4. H 0.410

***

| no. | calculated total energy (hartree) |
| --- | --- |
| 1 | -1519.377141 |
| 2 | -8652.381956 |
| 3 | -2704.684018 |
| 4 | -2612.416238 |
| 5 | -1948.074769 |
| 6 | -2680.462948 |